1.
This record from the Open Molecules 2025 dataset describes a structure of composition C28H21N3O5PdS2 at a distorted geometry. The level of theory is ωB97M-V/def2-TZVPD.

Its multiplicity is 5. The calculation puts the molar mass at 650.0 g/mol. As for the HOMO energy (alpha / beta): -7.17 / -7.99 eV. Its electronic energy is -2543.9478 Ha.

Atoms and positions in Å:
Pd  12.54408  16.40848  7.28266
S  12.89528  18.60128  6.44200
C  11.34477  19.26039  6.21936
C  11.11670  20.60693  6.09494
C  9.83805  21.12090  6.08483
C  8.70472  20.33874  6.37825
C  8.90076  18.90923  6.44666
C  10.15576  18.40074  6.34561
S  10.42245  16.70284  6.26730
H  11.93264  21.27908  6.06041
H  9.78128  22.11526  5.83284
H  7.68357  20.78640  6.43613
H  8.04198  18.20821  6.37393
N  10.11774  11.47903  10.16664
C  9.34240  12.20954  9.62954
N  8.50896  12.90495  8.84665
C  7.09888  12.59701  8.94876
C  6.28862  12.91039  7.70925
O  6.55505  14.25013  7.34828
C  7.96876  14.41594  6.90742
C  8.97867  13.96757  7.99692
H  6.84328  13.22528  9.77945
H  6.86129  11.52497  9.18428
H  5.22528  12.90852  8.04055
H  6.48614  12.20369  6.89728
H  8.03823  15.52766  6.65570
H  8.17558  13.78104  6.02898
H  9.21492  14.88074  8.56484
H  9.91205  13.72162  7.52937
O  16.10802  15.60276  9.31221
C  15.02018  16.18543  9.16155
O  14.44771  16.21615  7.97594
C  14.33136  16.93211  10.22610
C  14.89250  17.94253  11.01605
C  14.15039  18.66695  11.96736
C  12.83049  18.25884  12.09293
O  11.83326  19.04703  12.55645
C  10.58423  18.29111  12.37167
O  10.91624  17.08050  11.67357
C  12.28963  17.15175  11.45985
C  13.01311  16.51036  10.50752
H  15.93127  18.12506  10.88098
H  14.57417  19.44662  12.62416
H  9.85403  18.89566  11.80036
H  10.20530  18.06680  13.32041
H  12.68307  15.61053  9.95209
N  14.52616  6.75330  6.00912
C  14.51649  7.92114  5.95866
C  14.04555  9.28764  6.10778
C  14.30551  10.19904  5.06689
C  13.97772  11.52492  5.26741
C  13.25814  11.94243  6.39218
C  13.04545  11.00072  7.45617
C  13.38286  9.70999  7.28882
C  12.91089  13.27852  6.78048
C  12.54473  14.43449  7.00193
H  14.67806  9.91656  4.08030
H  14.14655  12.20973  4.44542
H  12.64510  11.40356  8.30424
H  13.13050  8.96217  8.06977

For each atom in turn, the Mulliken charge in e is:
1. Pd 0.106
2. S -0.291
3. C 0.345
4. C -0.583
5. C -0.499
6. C -0.598
7. C -0.391
8. C 0.857
9. S -0.124
10. H 0.448
11. H 0.443
12. H 0.341
13. H 0.275
14. N -0.651
15. C 0.459
16. N 0.174
17. C -0.637
18. C -0.532
19. O -0.424
20. C -0.031
21. C -0.084
22. H 0.383
23. H 0.342
24. H 0.326
25. H 0.328
26. H -0.175
27. H 0.290
28. H 0.174
29. H 0.015
30. O -0.515
31. C 0.232
32. O -0.526
33. C 0.401
34. C -0.364
35. C -0.949
36. C 0.964
37. O -0.424
38. C -0.159
39. O -0.455
40. C 0.225
41. C -0.640
42. H 0.524
43. H 0.396
44. H 0.269
45. H 0.272
46. H 0.556
47. N -0.503
48. C -0.026
49. C 0.708
50. C -0.494
51. C -0.607
52. C -0.014
53. C -0.564
54. C -0.622
55. C -0.026
56. C 0.258
57. H 0.389
58. H 0.406
59. H 0.630
60. H 0.374

2.
This record from the Open Molecules 2025 dataset describes a cluster of 2 separate species, CH2ClNO3S in total at a distorted geometry. The level of theory is ωB97M-V/def2-TZVPD.

The calculation puts the molar mass at 143.6 g/mol. As for the HOMO energy (alpha / beta): -9.05 / -9.82 eV. Its electronic energy is -1178.0465 Ha.

Atoms and positions in Å:
C  3.94299  0.69363  0.48371
N  -0.38044  -0.51601  0.18829
O  3.86711  1.76999  0.94776
O  1.40882  -1.80843  -1.05207
O  1.20959  -2.06805  1.42035
S  1.19290  -1.21050  0.25319
Cl  5.16519  -0.25111  -0.09810
H  -0.55365  0.02730  -0.64490
H  -0.68317  -0.05234  1.03007

For each atom in turn, the Mulliken charge in e is:
1. C 0.378
2. N -0.495
3. O -0.319
4. O -0.471
5. O -0.476
6. S 0.871
7. Cl -0.038
8. H 0.278
9. H 0.271

3.
This record from the Open Molecules 2025 dataset describes an isolated molecule of C6H13NS. The level of theory is ωB97M-V/def2-TZVPD.

The SMILES is CCN(CC)C(C)=S. The calculation puts the molar mass at 131.2 g/mol. As for the HOMO energy: -7.97 eV. Its electronic energy is -689.3540 Ha.

Atoms and positions in Å:
C  -2.53482  -0.65650  -0.60503
C  -1.61131  -0.75539  0.60738
N  -0.36176  -0.02132  0.43615
C  -0.41687  1.42519  0.70389
C  -0.51208  2.27771  -0.56652
C  0.79418  -0.60288  0.05228
C  0.74739  -2.09315  -0.21312
S  2.23832  0.20682  -0.10165
H  -2.88327  0.33610  -0.77671
H  -2.06327  -1.02801  -1.50958
H  -3.42561  -1.25314  -0.44144
H  -2.10281  -0.35769  1.47019
H  -1.42590  -1.80914  0.85095
H  -1.27039  1.60938  1.34051
H  0.48978  1.69240  1.25863
H  0.33893  2.09496  -1.23829
H  -1.42186  2.05218  -1.13074
H  -0.54006  3.34367  -0.27997
H  1.69111  -2.38638  -0.67297
H  -0.05371  -2.35986  -0.88273
H  0.58733  -2.66427  0.71224

For each atom in turn, the Mulliken charge in e is:
1. C -1.029
2. C -0.755
3. N 0.150
4. C -0.936
5. C -0.857
6. C 0.734
7. C -1.312
8. S -0.334
9. H 0.317
10. H 0.257
11. H 0.396
12. H 0.366
13. H 0.374
14. H 0.328
15. H 0.472
16. H 0.270
17. H 0.227
18. H 0.348
19. H 0.370
20. H 0.300
21. H 0.315

4.
This record from the Open Molecules 2025 dataset describes an isolated molecule of C3H7NO. The level of theory is ωB97M-V/def2-TZVPD.

The SMILES is CCC(N)=O. The calculation puts the molar mass at 73.1 g/mol. As for the HOMO energy: -9.82 eV. Its electronic energy is -248.5247 Ha.

Atoms and positions in Å:
C  0.78110  1.46851  0.10376
C  -0.23623  0.42820  -0.34898
C  -0.18539  -0.86279  0.45396
N  -0.32726  -2.00588  -0.27399
O  -0.07664  -0.88112  1.66696
H  0.42243  2.47604  -0.12219
H  0.92901  1.39252  1.18355
H  1.74759  1.33763  -0.39207
H  -0.15102  0.21920  -1.42074
H  -1.25257  0.81864  -0.18788
H  -0.31840  -2.02203  -1.27926
H  -0.48633  -2.87377  0.21245

For each atom in turn, the Mulliken charge in e is:
1. C -1.068
2. C -0.211
3. C 0.433
4. N -0.366
5. O -0.607
6. H 0.303
7. H 0.297
8. H 0.301
9. H 0.254
10. H 0.237
11. H 0.196
12. H 0.231

5.
This record from the Open Molecules 2025 dataset describes a structure of composition C27H36N2O3 at a distorted geometry. The level of theory is ωB97M-V/def2-TZVPD.

The calculation puts the molar mass at 436.6 g/mol. As for the HOMO energy: -7.82 eV. Its electronic energy is -1384.8398 Ha.

Atoms and positions in Å:
C  -9.07424  -3.49205  -0.18686
H  -9.98587  -3.87561  -0.14329
O  -8.87309  -2.25732  0.51237
C  -7.79273  -1.70133  0.54602
C  -6.68337  -2.19110  -0.29623
C  -5.61731  -1.33310  0.02597
C  -5.60616  -0.25910  0.96488
C  -6.68524  0.22673  1.38559
C  -7.86613  -0.52263  1.30657
H  -8.66471  -0.33709  1.94435
H  -6.71293  1.26933  2.17542
C  -4.38242  0.80681  0.77733
H  -4.18603  1.00209  1.74752
H  -3.36941  0.18248  0.76985
C  -4.29959  1.77946  -0.33087
H  -4.57569  1.30342  -1.04291
H  -5.05312  2.34756  0.05385
C  -2.99178  2.49683  -0.18133
N  -1.74895  1.72015  -0.49128
C  -0.59839  2.13266  0.15539
C  0.32592  0.89239  0.13247
C  0.42681  0.25368  -0.95059
C  -0.84112  -0.12230  -1.57036
C  -1.78636  1.05100  -1.55931
H  -2.71159  0.87570  -2.33246
H  -1.19668  1.71663  -2.48165
H  -1.26533  -1.13321  -0.93023
H  -0.70201  -0.55853  -2.63104
H  0.95046  0.77951  -1.73195
O  1.32722  -1.07603  -0.88510
C  2.65635  -0.88833  -0.90610
C  3.23526  -2.26763  -0.82880
C  4.66699  -2.29563  -0.58353
C  5.40599  -1.31765  -0.65127
C  4.78019  -0.02401  -0.79413
C  3.47933  0.34652  -0.87553
H  3.02790  1.12684  -1.22520
H  5.41095  0.95848  -0.59769
C  6.89315  -1.29371  -0.54482
O  7.40150  -1.99629  -1.17456
N  7.63840  -0.61724  0.47851
C  6.83934  0.29165  1.64563
C  7.91875  0.05047  2.55030
H  7.89211  0.75314  3.27943
C  9.22440  0.17944  1.66745
H  10.31481  -0.37927  2.28213
C  9.08112  -0.79211  0.52478
H  9.64692  -0.46130  -0.36942
H  9.26973  -1.65298  0.48745
H  9.45459  1.21147  1.52669
H  7.92678  -0.81518  2.98235
H  6.02354  -0.13256  1.63062
H  7.05166  1.33332  1.01942
H  5.17942  -3.38268  -0.40585
H  2.76061  -3.19024  -0.55800
H  -0.01741  0.30014  1.15575
H  1.31258  1.17533  0.53792
H  -0.78458  2.59766  1.05069
H  -0.07752  2.90043  -0.64487
C  -2.86567  3.65023  -1.02709
H  -3.70899  4.31863  -1.13574
H  -3.21018  3.24715  -2.20497
H  -2.00708  4.18317  -1.45005
H  -2.95034  2.98824  0.82310
H  -4.65990  -1.63826  -0.54946
H  -6.65839  -2.94945  -0.75811
H  -8.95679  -3.35253  -1.27221
H  -8.35566  -4.14227  0.16306

For each atom in turn, the Mulliken charge in e is:
1. C -0.972
2. H 0.313
3. O -0.438
4. C 1.046
5. C -1.429
6. C -0.129
7. C -0.129
8. C -0.128
9. C -0.774
10. H 0.456
11. H 0.086
12. C -0.590
13. H 0.744
14. H 0.139
15. C -1.830
16. H 1.003
17. H 0.555
18. C -0.039
19. N 0.982
20. C -1.011
21. C -0.246
22. C -0.058
23. C -0.383
24. C -0.681
25. H 0.168
26. H 0.232
27. H 0.048
28. H 0.358
29. H -0.053
30. O -0.399
31. C 0.936
32. C -0.966
33. C 0.283
34. C 0.022
35. C -0.111
36. C -1.197
37. H 0.883
38. H 0.129
39. C -0.103
40. O -0.418
41. N 0.006
42. C -0.657
43. C -1.038
44. H 0.471
45. C -0.455
46. H 0.244
47. C -0.993
48. H 0.317
49. H 0.628
50. H 0.355
51. H 0.450
52. H 0.642
53. H 0.175
54. H 0.170
55. H 0.352
56. H 0.144
57. H 0.454
58. H 0.469
59. H 0.280
60. C -1.446
61. H 0.477
62. H 0.214
63. H 0.326
64. H 0.361
65. H 0.173
66. H 0.823
67. H 0.338
68. H 0.423